An isolated molecule of C18H14N4O3 in a non-equilibrium geometry. Source: the Open Molecules 2025 dataset; level of theory: ωB97M-V with the def2-TZVPD basis set.

Summary:
LUMO: -1.71 eV
SMILES: Cc1cnoc1/N=C1\C=C(Nc2oncc2C)C(=O)c2ccccc21
HOMO level: -8.286 eV

Each line ends with the Mulliken charge.
CARTESIAN COORDINATES (ANGSTROEM)
C -1.398 3.350 2.940  -1.247
C -0.737 1.992 3.095  0.724
C -0.983 1.243 4.290  -0.285
N -0.328 0.171 4.253  -0.442
O 0.175 0.135 2.829  -0.264
C -0.092 1.258 2.181  0.064
N 0.090 1.790 0.864  -0.467
C 0.396 1.017 -0.201  0.341
C 0.293 -0.461 -0.208  -0.496
C 0.587 -1.254 -1.331  -0.123
N 0.454 -2.642 -1.472  -0.179
C -0.580 -3.429 -0.946  0.192
O -1.435 -4.075 -1.768  -0.244
N -2.293 -4.851 -0.896  -0.468
C -1.699 -4.839 0.262  -0.434
C -0.595 -3.931 0.324  0.979
C 0.363 -3.685 1.364  -1.375
C 0.768 -0.490 -2.561  0.888
O 1.249 -1.086 -3.526  -0.678
C 0.770 0.986 -2.618  0.247
C 1.088 1.598 -3.836  -0.773
C 1.333 2.963 -3.784  -0.423
C 1.577 3.633 -2.541  -0.754
C 1.043 3.103 -1.373  -0.455
C 0.663 1.766 -1.382  0.633
H -0.883 4.082 3.676  0.262
H -1.369 3.833 1.989  0.308
H -2.445 3.152 3.143  0.323
H -1.485 1.578 5.230  0.393
H -0.132 -1.100 0.545  0.353
H 0.632 -2.946 -2.439  0.342
H -2.129 -5.165 1.278  0.326
H 0.024 -2.755 1.943  0.240
H 1.394 -3.490 1.012  0.293
H 0.436 -4.438 2.110  0.457
H 0.918 1.094 -4.759  0.439
H 1.504 3.535 -4.645  0.432
H 1.832 4.636 -2.526  0.381
H 0.998 3.722 -0.515  0.488

A structure of composition C28H56F12LiO21P2 in a non-equilibrium geometry. Source: the Open Molecules 2025 dataset; level of theory: ωB97M-V with the def2-TZVPD basis set.

Summary:
LUMO: 2.20 eV
Charge: -1
HOMO level: -7.527 eV

Each line ends with the Mulliken charge.
CARTESIAN COORDINATES (ANGSTROEM)
Li -0.153 3.161 1.931  1.167
P -0.352 1.005 0.586  1.602
F -0.906 -0.474 0.997  -0.543
F 0.895 0.304 -0.197  -0.255
F -1.255 0.994 -0.756  -0.621
F 0.244 2.372 0.019  -0.265
F -1.623 1.677 1.409  -0.223
F 0.466 1.194 2.009  -0.449
P 2.795 4.559 2.314  1.560
F 1.752 3.425 2.820  -0.585
F 2.191 4.415 0.779  -0.405
F 1.586 5.686 2.496  -0.406
F 3.813 5.761 1.937  -0.406
F 3.139 4.971 3.848  -0.407
F 4.049 3.491 2.293  -0.359
C -2.316 -2.948 2.735  -0.615
C -3.467 -3.953 2.804  -0.728
O -4.514 -3.333 2.056  -0.218
C -5.381 -4.056 1.291  0.811
O -5.528 -5.282 1.328  -0.624
O -6.182 -3.214 0.737  -0.300
C -7.207 -3.791 -0.102  -0.736
H -2.839 -2.001 2.867  0.209
H -1.790 -2.997 1.781  -0.009
H -1.617 -3.064 3.563  0.533
H -3.738 -4.165 3.838  0.345
H -3.147 -4.937 2.461  0.366
H -6.779 -4.076 -1.063  0.285
H -8.015 -3.063 -0.172  0.260
H -7.685 -4.612 0.432  0.337
C -0.233 5.881 -2.571  -1.421
C -0.241 5.524 -1.054  0.821
O -1.188 6.271 -0.319  -0.382
C -1.795 5.605 0.754  0.537
O -1.414 4.576 1.321  -0.501
O -2.835 6.376 1.183  -0.409
C -3.520 5.994 2.410  -0.340
H -0.164 6.929 -2.861  0.348
H -1.077 5.352 -3.013  0.352
H 0.678 5.465 -3.003  0.370
H 0.699 5.874 -0.629  0.131
H -0.219 4.456 -0.838  -0.296
H -2.762 6.054 3.191  0.037
H -3.929 4.984 2.409  0.263
H -4.231 6.778 2.671  0.279
C 1.617 -1.425 3.288  -0.915
C 2.012 -1.554 1.825  1.707
O 2.908 -2.676 1.612  -0.349
C 3.319 -3.059 0.366  0.450
O 3.074 -2.532 -0.756  -0.245
O 3.898 -4.279 0.519  -0.379
C 4.567 -4.912 -0.563  -0.676
H 1.744 -0.382 3.579  0.152
H 2.142 -2.101 3.962  0.438
H 0.562 -1.697 3.340  -0.093
H 2.344 -0.616 1.380  -0.377
H 1.149 -1.857 1.232  -0.553
H 4.731 -4.343 -1.478  0.213
H 4.046 -5.802 -0.917  0.281
H 5.590 -5.129 -0.255  0.317
C -0.330 4.647 6.368  -1.141
C -1.715 4.759 5.712  0.103
O -2.208 3.443 5.477  -0.443
C -1.577 2.540 4.729  0.694
O -0.702 2.756 3.918  -0.294
O -2.062 1.404 5.113  -0.419
C -1.529 0.222 4.506  -0.213
H -0.620 4.220 7.328  0.345
H 0.177 5.606 6.472  0.398
H 0.275 3.883 5.879  0.250
H -1.524 5.330 4.803  -0.115
H -2.472 5.254 6.321  0.402
H -0.441 0.282 4.545  0.222
H -1.732 0.210 3.435  -0.040
H -1.899 -0.594 5.126  0.245
C 6.261 -0.611 -5.411  -1.357
C 5.142 -0.919 -4.408  0.401
O 4.821 0.336 -3.760  -0.388
C 3.794 0.449 -2.932  0.538
O 2.949 -0.418 -2.623  -0.272
O 3.826 1.671 -2.387  -0.395
C 2.992 2.036 -1.293  -0.130
H 6.641 -1.367 -6.099  0.399
H 7.202 -0.334 -4.936  0.327
H 5.972 0.246 -6.019  0.298
H 5.370 -1.687 -3.668  0.195
H 4.222 -1.207 -4.916  -0.062
H 1.993 2.382 -1.560  0.180
H 3.523 2.835 -0.777  0.233
H 2.943 1.226 -0.565  -0.039
C -3.512 -1.677 -1.207  -1.371
C -2.094 -2.133 -1.576  0.528
O -1.762 -3.317 -0.801  -0.288
C -0.422 -3.714 -0.814  0.608
O 0.439 -3.315 -1.595  -0.340
O -0.283 -4.748 0.040  -0.321
C 0.900 -5.563 -0.051  -0.614
H -3.700 -0.771 -1.782  0.414
H -3.505 -1.530 -0.127  0.144
H -4.215 -2.481 -1.429  0.343
H -1.326 -1.368 -1.460  -0.260
H -2.093 -2.414 -2.630  0.362
H 1.621 -5.133 -0.746  0.114
H 0.743 -6.632 -0.190  0.319
H 1.316 -5.508 0.955  0.300
C 0.228 -4.303 -6.034  -0.870
C 0.697 -3.007 -6.595  -0.094
O -0.157 -1.958 -6.138  -0.450
C 0.078 -1.382 -4.958  0.609
O 0.763 -1.782 -4.001  -0.265
O -0.771 -0.341 -4.901  -0.421
C -0.734 0.582 -3.804  -0.292
H 0.745 -5.100 -6.569  0.386
H -0.856 -4.321 -6.149  0.300
H 0.448 -4.324 -4.967  0.072
H 0.513 -3.022 -7.670  0.245
H 1.712 -2.645 -6.435  0.226
H -1.625 0.594 -3.175  0.230
H -0.442 1.519 -4.278  0.378
H 0.096 0.395 -3.122  0.005

A structure of composition C59H45BrN8O2PSeTeTl in a non-equilibrium geometry. Source: the Open Molecules 2025 dataset; level of theory: ωB97M-V with the def2-TZVPD basis set.

Summary:
LUMO: 3.16 eV
Charge: -2
HOMO level: -1.679 eV

Each line ends with the Mulliken charge.
CARTESIAN COORDINATES (ANGSTROEM)
Tl -1.475 0.406 1.078  1.180
C 2.086 -3.213 -2.874  -1.029
N 1.251 -2.889 -1.729  0.465
C 0.694 -1.670 -1.435  -0.849
N -0.026 -1.744 -0.343  0.784
C 0.063 -3.025 0.112  -0.974
C 0.852 -3.767 -0.744  0.561
C 1.163 -5.207 -0.734  0.299
C 0.149 -6.116 -0.427  -0.168
C 0.411 -7.474 -0.358  -0.774
C 1.690 -7.958 -0.607  -0.366
C 2.702 -7.067 -0.926  -0.711
C 2.441 -5.703 -0.985  -0.365
C -0.473 -3.399 1.439  0.146
C 0.328 -4.098 2.343  -0.159
C -0.136 -4.372 3.619  -0.838
C -1.400 -3.942 4.010  -0.500
C -2.203 -3.249 3.116  -0.630
C -1.741 -2.982 1.835  -0.284
P 1.067 -0.190 -2.435  -0.802
C 1.610 1.001 -1.172  -0.851
N 1.032 1.408 -0.064  0.785
C 1.930 2.207 0.579  -1.655
C 3.099 2.281 -0.154  0.944
N 2.888 1.511 -1.271  0.382
C 3.796 1.387 -2.405  -1.198
C 4.345 3.021 0.120  0.222
C 4.283 4.329 0.605  -0.126
C 5.441 5.021 0.923  -0.788
C 6.686 4.427 0.754  -0.398
C 6.761 3.134 0.262  -0.741
C 5.600 2.436 -0.050  -0.414
C 1.692 2.802 1.912  0.713
C 2.553 2.506 2.966  -0.286
C 2.345 3.073 4.213  -0.921
C 1.289 3.959 4.410  -0.460
C 0.437 4.265 3.357  -0.625
C 0.635 3.681 2.115  -0.002
C -0.596 0.377 -2.897  -0.625
N -1.598 0.634 -2.099  0.522
C -2.624 1.079 -2.872  -0.537
C -2.239 1.070 -4.202  0.455
N -0.932 0.629 -4.207  0.284
C -0.096 0.424 -5.381  -1.068
C -3.012 1.364 -5.423  0.114
C -2.518 2.184 -6.436  -0.293
C -3.288 2.476 -7.556  -0.713
C -4.568 1.957 -7.677  -0.362
C -5.072 1.141 -6.671  -0.748
C -4.301 0.843 -5.558  -0.130
C -3.884 1.555 -2.263  0.314
C -4.432 0.868 -1.183  -0.450
C -5.583 1.336 -0.563  -0.640
C -6.192 2.496 -1.020  -0.443
C -5.648 3.190 -2.095  -0.741
C -4.496 2.726 -2.711  -0.090
H 1.918 -2.482 -3.658  0.282
H 1.831 -4.202 -3.247  0.452
H 3.145 -3.193 -2.612  0.257
H -0.849 -5.742 -0.234  0.494
H -0.388 -8.161 -0.109  0.402
H 1.897 -9.019 -0.545  0.377
H 3.705 -7.430 -1.117  0.369
H 3.252 -5.015 -1.188  0.401
H 1.335 -4.384 2.060  0.526
H 0.501 -4.901 4.320  0.320
H -1.748 -4.128 5.018  0.399
H -3.186 -2.896 3.404  0.245
H -2.377 -2.440 1.143  0.954
H 4.503 2.212 -2.382  0.548
H 3.239 1.430 -3.335  0.341
H 4.348 0.446 -2.379  0.249
H 3.315 4.796 0.736  0.481
H 5.369 6.030 1.306  0.413
H 7.589 4.964 1.016  0.377
H 7.725 2.656 0.135  0.368
H 5.670 1.409 -0.388  0.436
H 3.363 1.801 2.816  0.596
H 2.990 2.805 5.042  0.347
H 1.120 4.393 5.389  0.377
H -0.398 4.941 3.497  0.304
H -0.057 3.883 1.308  0.531
H -0.729 0.323 -6.257  0.519
H 0.490 -0.484 -5.266  0.282
H 0.589 1.259 -5.534  0.241
H -1.536 2.628 -6.331  0.475
H -2.891 3.127 -8.325  0.362
H -5.173 2.197 -8.543  0.375
H -6.074 0.737 -6.751  0.393
H -4.693 0.211 -4.772  0.483
H -3.944 -0.027 -0.812  0.656
H -5.982 0.798 0.288  0.363
H -7.070 2.880 -0.516  0.386
H -6.103 4.113 -2.433  0.343
H -4.043 3.295 -3.513  0.524
Br 2.460 -0.952 1.827  0.105
C 1.883 -1.315 3.617  0.477
C 2.649 -2.207 4.313  -0.687
C 2.332 -2.491 5.659  -0.745
C 1.291 -1.842 6.255  -0.762
C 0.506 -0.900 5.541  1.091
C -0.537 -0.202 6.193  -1.096
C -1.257 0.732 5.506  -1.157
C -1.003 0.964 4.134  -0.384
C -0.041 0.299 3.394  0.151
C 0.757 -0.623 4.154  -0.065
H 3.493 -2.685 3.834  0.452
H 2.934 -3.204 6.211  0.357
H 1.048 -2.030 7.297  0.303
H -0.753 -0.434 7.232  0.281
H -2.055 1.272 6.007  0.383
H -1.645 1.695 3.640  0.456
Te -2.999 6.257 1.231  -0.424
Se -6.377 -2.466 2.052  -0.417
C -4.971 -1.345 2.284  -0.028
N -4.038 -0.658 2.421  -0.506
O -2.620 5.067 -0.488  -0.605
N -2.248 3.817 -0.425  0.547
O -2.247 3.284 0.638  -0.394

A cluster of 2 separate species, C4H4N2 in total in a non-equilibrium geometry. Source: the Open Molecules 2025 dataset; level of theory: ωB97M-V with the def2-TZVPD basis set.

Summary:
LUMO: -0.11 eV
HOMO level: -10.830 eV

Each line ends with the Mulliken charge.
CARTESIAN COORDINATES (ANGSTROEM)
N -1.165 -0.937 -0.273  -0.611
C -0.281 -0.964 0.644  -0.275
C 1.066 -0.532 0.393  -0.509
C 2.209 -0.198 0.213  0.438
C -0.672 2.728 -0.527  -0.212
N -0.846 1.683 -1.030  -0.153
H -0.976 0.683 -1.192  0.377
H -2.067 -1.260 0.074  0.209
H -0.490 -1.298 1.664  0.349
H 3.221 0.096 0.034  0.387

An isolated molecule of C4H7N3O5 in a non-equilibrium geometry. Source: the Open Molecules 2025 dataset; level of theory: ωB97M-V with the def2-TZVPD basis set.

Summary:
LUMO: -0.15 eV
SMILES: CC(C)OC(=O)N(N=O)[N+](=O)[O-]
HOMO level: -9.508 eV

Each line ends with the Mulliken charge.
CARTESIAN COORDINATES (ANGSTROEM)
C -1.091 0.862 -0.234  -1.510
C -0.346 -0.471 -0.367  0.565
C 1.150 -0.300 -0.492  -1.440
O -0.647 -1.298 0.793  -0.259
C -1.337 -2.347 0.742  0.722
O -2.098 -2.975 0.116  -0.402
N -1.092 -3.151 2.376  0.306
N -1.986 -2.982 3.318  -0.237
O -1.882 -3.559 4.376  -0.421
N 0.037 -3.957 2.191  1.169
O 0.344 -4.654 3.095  -0.599
O 0.580 -3.809 1.140  -0.612
H -2.095 0.791 0.121  0.400
H -0.636 1.412 0.528  0.392
H -1.124 1.405 -1.115  0.432
H -0.824 -1.058 -1.203  0.348
H 1.727 -1.240 -0.394  0.330
H 1.413 0.169 0.425  0.388
H 1.536 0.270 -1.255  0.427

A cluster of 2 separate species, C11H10O2 in total in a non-equilibrium geometry. Source: the Open Molecules 2025 dataset; level of theory: ωB97M-V with the def2-TZVPD basis set.

Summary:
LUMO (alpha / beta): 0.74 / -3.04 eV
HOMO level (alpha / beta): -6.585 / -8.584 eV
2S+1: 3

Each line ends with the Mulliken spin population.
CARTESIAN COORDINATES (ANGSTROEM)
C 1.326 -2.299 -3.139  0.252
C 0.548 -1.758 -2.403  -0.008
C 1.720 0.297 1.121  0.003
C 0.535 0.066 1.898  0.011
C 1.758 1.403 0.356  0.011
C -0.639 0.803 1.682  -0.010
C 0.633 2.130 0.146  0.002
C -0.638 1.860 0.755  0.035
C -1.803 -1.491 0.336  0.340
C -0.679 -1.757 -0.327  -0.049
C -0.270 -0.991 -1.481  0.437
O -1.773 2.570 0.519  0.002
O -0.528 0.183 -1.663  0.949
H 1.629 -2.949 -3.868  0.010
H 2.541 -0.345 1.194  0.002
H 0.284 -0.930 2.349  -0.004
H 2.692 1.506 -0.238  0.001
H -1.520 0.609 2.253  0.004
H -2.181 -2.045 1.211  0.010
H -2.332 -0.539 0.200  0.007
H -0.203 -2.619 -0.181  -0.006
H -1.806 3.234 -0.199  0.000
H 0.706 3.064 -0.520  0.002

A cluster of 2 separate species, CHCl2O2P in total in a non-equilibrium geometry. Source: the Open Molecules 2025 dataset; level of theory: ωB97M-V with the def2-TZVPD basis set.

Summary:
LUMO: -1.30 eV
HOMO level: -9.658 eV

Each line ends with the Mulliken charge.
CARTESIAN COORDINATES (ANGSTROEM)
C 0.526 0.721 -0.046  0.190
O -3.847 0.946 0.105  -0.417
O -1.419 1.252 -0.085  -0.364
P -2.617 0.213 0.050  0.301
Cl 0.910 1.419 1.453  -0.013
Cl 1.003 1.490 -1.454  0.005
H 0.373 -0.289 0.042  0.299

An isolated molecule of C5H10 in a non-equilibrium geometry. Source: the Open Molecules 2025 dataset; level of theory: ωB97M-V with the def2-TZVPD basis set.

Summary:
LUMO: 1.28 eV
SMILES: CCC1CC1
HOMO level: -9.290 eV

Each line ends with the Mulliken charge.
CARTESIAN COORDINATES (ANGSTROEM)
C -0.097 1.562 -0.622  -1.138
C -1.113 0.461 -0.453  -0.353
C -0.427 -0.773 0.035  -0.210
C 0.945 -1.336 -0.010  -0.521
C 0.626 -0.562 1.221  -0.564
H 0.734 1.098 -1.165  0.218
H 0.234 1.980 0.338  0.273
H -0.485 2.366 -1.230  0.390
H -1.676 0.277 -1.374  0.351
H -1.870 0.642 0.325  0.232
H -1.126 -1.613 -0.097  0.352
H 0.850 -2.400 0.141  0.235
H 1.712 -0.995 -0.681  0.245
H 0.393 -1.014 2.166  0.270
H 1.301 0.308 1.406  0.221